[1]
The following is a DFT calculation (the ωB97M-V functional and the def2-TZVPD basis) of C5H6O in the gas phase.

Atoms and positions in Å:
C 1.018 -0.480 -0.411
C 0.086 0.719 -0.076
C -1.183 0.741 -0.893
O -1.512 -0.126 -1.667
C 0.483 -1.102 0.863
C -0.211 -0.022 1.223
H 2.080 -0.217 -0.360
H 0.808 -0.984 -1.356
H 0.527 1.721 -0.009
H -1.862 1.594 -0.685
H 0.607 -2.086 1.304
H -0.842 0.240 2.067

Atomic forces in eV per Å
0.1 -0.1 -0.1
0.0 0.1 -0.2
-0.1 -0.3 -0.3
0.1 0.5 0.3
0.0 0.0 0.1
-0.1 -0.1 0.1
-0.2 0.0 0.0
0.0 0.0 0.2
-0.1 -0.1 0.0
0.0 0.0 -0.1
0.1 0.2 0.0
0.1 -0.1 -0.1

Calculated values
ΔE to the lowest compared entry with this formula, charge and spin, kJ/mol: 159.9
Multiplicity: 1



[2]
The following is a DFT calculation (the ωB97M-V functional and the def2-TZVPD basis) of a molecular structure, C5H6O.

Atoms and positions in Å:
O -1.522 1.823 0.050
C -0.825 0.672 0.019
C -0.939 -0.506 -0.614
C 0.262 -1.045 0.146
C 1.485 -0.265 -0.180
C 0.437 0.342 0.751
H -2.387 1.631 -0.340
H -1.436 -0.835 -1.518
H 0.243 -1.931 0.770
H 1.612 0.118 -1.191
H 2.402 -0.573 0.321
H 0.668 0.571 1.786

Atomic forces in eV per Å
-0.1 0.0 -0.2
0.1 -0.2 -0.1
-0.1 0.1 -0.1
0.1 -0.3 0.1
0.1 0.0 -0.1
-0.1 0.2 0.3
0.2 0.2 0.0
-0.1 -0.1 0.2
0.1 0.1 -0.2
-0.1 0.0 0.2
-0.1 0.1 -0.1
-0.1 -0.1 -0.2

Calculated values
ΔE to the lowest compared entry with this formula, charge and spin, kJ/mol: 245.4
Multiplicity: 1



[3]
The following is a DFT calculation (the ωB97M-V functional and the def2-TZVPD basis) of C5H6O in the gas phase.

Atoms and positions in Å:
C -1.850 0.027 -0.424
C -0.582 -0.005 0.423
C 0.628 -0.462 -0.370
O 0.548 -1.167 -1.354
C 1.928 -0.004 0.120
C 2.982 0.426 0.523
H -2.715 0.290 0.191
H -2.033 -0.944 -0.889
H -1.763 0.770 -1.222
H -0.693 -0.706 1.264
H -0.367 0.972 0.871
H 3.918 0.802 0.866

Atomic forces in eV per Å
0.0 0.0 0.0
0.0 0.0 0.0
-0.1 -0.2 -0.3
0.0 0.3 0.4
0.8 0.3 0.3
-0.8 -0.3 -0.3
0.1 0.0 -0.1
0.0 0.1 0.1
0.0 -0.1 0.1
0.1 0.1 -0.1
0.0 -0.1 -0.1
-0.1 0.0 0.0

Calculated values
ΔE to the lowest compared entry with this formula, charge and spin, kJ/mol: 165.2
Multiplicity: 1



[4]
The following is a DFT calculation (the ωB97M-V functional and the def2-TZVPD basis) of a molecular structure, C5H6O.

Atoms and positions in Å:
C 1.171 -0.672 -0.152
C -0.106 -0.334 0.613
C -0.431 1.178 0.528
O -1.348 0.982 -0.575
C -0.821 -0.336 -0.749
C 0.561 -0.215 -1.466
H 1.235 -1.766 -0.310
H 2.159 -0.321 0.168
H -0.430 -0.877 1.507
H -0.894 1.672 1.385
H -1.527 -1.077 -1.133
H 0.430 1.766 0.185

Atomic forces in eV per Å
0.1 0.2 -0.1
0.0 0.0 0.2
0.2 0.2 0.3
0.1 0.1 -0.2
-0.2 -0.2 -0.3
0.0 -0.3 0.3
-0.1 0.1 0.0
-0.1 -0.1 -0.2
0.1 0.1 -0.2
-0.1 -0.2 -0.1
0.1 0.1 0.1
-0.1 0.0 0.2

Calculated values
ΔE to the lowest compared entry with this formula, charge and spin, kJ/mol: 549.2
Multiplicity: 1



[5]
The following is a DFT calculation (the ωB97M-V functional and the def2-TZVPD basis) of a molecular structure, C5H6O.

Atoms and positions in Å:
C -1.686 -0.082 0.044
C -0.422 0.422 0.332
C 0.626 0.128 -0.783
O 0.111 -0.088 -1.936
C 1.981 0.042 -0.429
C 2.005 -0.191 0.845
H -2.575 0.430 0.397
H -1.806 -1.146 -0.156
H -0.892 -0.019 -1.732
H 0.476 -0.064 1.226
H -0.404 1.484 0.613
H 2.661 -0.508 1.654

Atomic forces in eV per Å
0.0 -0.1 0.5
-0.2 0.1 -0.5
-0.1 0.0 0.0
-0.1 0.1 0.2
-0.1 -0.1 0.4
-0.4 0.1 0.0
0.1 0.0 -0.1
0.0 0.1 -0.1
0.5 0.0 -0.2
0.6 0.1 0.0
0.1 -0.3 0.0
-0.2 0.0 -0.3

Calculated values
ΔE to the lowest compared entry with this formula, charge and spin, kJ/mol: 637.3
Multiplicity: 1



[6]
The following is a DFT calculation (the ωB97M-V functional and the def2-TZVPD basis) of a molecular structure, C5H6O at a distorted geometry.

Atoms and positions in Å:
C -0.201 1.489 0.454
C -0.059 -0.024 0.655
C -1.134 -0.630 -0.203
O -1.537 -0.023 -1.170
C 0.887 -0.819 -0.252
C 1.678 -1.487 -0.877
H 0.529 2.123 0.967
H -0.213 1.542 -0.628
H -1.218 1.848 0.683
H 0.149 -0.371 1.680
H -1.397 -1.668 0.018
H 2.516 -1.982 -1.328

Atomic forces in eV per Å
0.2 -0.1 -0.3
0.6 -0.5 -0.9
-1.3 0.1 -0.1
-0.6 -0.8 0.4
1.8 0.9 0.9
-0.2 0.6 0.6
0.0 -0.3 -0.3
0.6 0.9 -0.1
0.3 -0.5 0.5
-0.7 -0.1 -0.4
-0.3 -0.2 -0.1
-0.5 0.0 -0.1

Calculated values
ΔE to the lowest compared entry with this formula, charge and spin, kJ/mol: 282.0
Multiplicity: 1



[7]
The following is a DFT calculation (the ωB97M-V functional and the def2-TZVPD basis) of C5H6O in the gas phase.

Atoms and positions in Å:
C -0.892 -1.367 0.491
C 0.481 -0.780 0.243
O 1.399 -0.973 1.004
C 0.662 0.177 -0.947
C 0.261 1.492 -0.442
C 0.047 2.497 0.184
H -0.780 -2.259 1.110
H -1.431 -1.607 -0.430
H -1.490 -0.636 1.049
H 0.105 -0.140 -1.836
H 1.728 0.217 -1.193
H -0.090 3.379 0.767

Atomic forces in eV per Å
0.0 -0.1 0.0
0.2 -0.1 0.3
-0.3 -0.1 -0.4
0.1 0.0 0.0
0.0 0.5 0.4
0.1 -0.4 -0.3
0.0 0.1 -0.1
0.1 0.1 0.1
0.1 0.0 -0.1
0.0 0.1 0.2
-0.1 -0.1 0.0
-0.1 0.0 -0.2

Calculated values
ΔE to the lowest compared entry with this formula, charge and spin, kJ/mol: 161.8
Multiplicity: 1



[8]
The following is a DFT calculation (the ωB97M-V functional and the def2-TZVPD basis) of C5H6O in the gas phase at a distorted geometry.

Atoms and positions in Å:
O 1.525 1.116 0.713
C 0.138 1.118 0.608
C -0.475 0.726 -0.707
C -0.568 -0.181 0.505
C 0.212 -1.432 0.414
C 0.202 -2.145 -0.560
H 1.796 0.220 0.964
H -0.355 1.875 1.202
H 0.238 0.459 -1.488
H -1.388 1.187 -1.068
H -1.544 -0.325 0.955
H 0.050 -2.495 -1.546

Atomic forces in eV per Å
0.1 -0.2 0.1
-0.3 0.3 0.2
-0.1 0.2 -0.1
0.0 0.2 0.5
-0.7 0.0 -1.3
0.4 -0.5 0.3
0.1 0.2 0.0
0.1 0.2 0.0
-0.2 0.0 0.3
0.1 0.1 0.2
0.1 0.2 0.1
0.4 -0.9 -0.2

Calculated values
ΔE to the lowest compared entry with this formula, charge and spin, kJ/mol: 393.0
Multiplicity: 1



[9]
The following is a DFT calculation (the ωB97M-V functional and the def2-TZVPD basis) of C5H6O in the gas phase at a distorted geometry.

Atoms and positions in Å:
C -0.595 -0.421 1.495
C 0.651 -0.418 0.687
O 1.760 -0.585 1.198
C 0.819 -0.156 -0.768
C -0.177 0.672 -1.476
C -1.005 1.351 -2.042
H -0.326 -0.348 2.550
H -1.140 -1.352 1.312
H -1.244 0.408 1.202
H 1.012 -1.087 -1.306
H 1.961 -0.041 -0.304
H -1.717 1.978 -2.547

Atomic forces in eV per Å
-0.2 0.0 0.1
0.5 -0.5 1.0
-0.8 -0.5 1.4
1.1 -0.1 0.2
0.4 0.6 -0.1
0.6 -0.4 0.4
-0.1 0.0 -0.1
0.0 0.1 0.0
0.0 -0.1 0.0
-0.5 -0.2 0.1
-1.3 1.5 -3.1
0.3 -0.3 0.2

Calculated values
ΔE to the lowest compared entry with this formula, charge and spin, kJ/mol: 309.8
Multiplicity: 1



[10]
The following is a DFT calculation (the ωB97M-V functional and the def2-TZVPD basis) of C5H6O in the gas phase at a distorted geometry.

Atoms and positions in Å:
O -1.473 1.346 -0.091
C -1.118 0.139 0.517
C -0.885 -1.090 -0.291
C 0.307 -0.469 0.432
C 1.384 0.287 -0.170
C 2.460 0.813 -0.331
H -0.824 1.616 -0.754
H -1.667 0.068 1.455
H -0.946 -1.059 -1.377
H -1.228 -2.019 0.157
H 0.768 -1.045 1.218
H 3.220 1.414 -0.767

Atomic forces in eV per Å
0.4 0.0 0.0
0.2 -0.2 0.1
0.1 -0.2 0.0
-0.3 0.6 -0.4
0.2 -0.2 0.4
-0.8 0.3 -0.9
0.0 -0.2 0.1
0.3 -0.2 -0.2
0.0 0.2 0.2
0.1 0.1 -0.2
-0.6 -0.1 0.5
0.3 -0.1 0.3

Calculated values
ΔE to the lowest compared entry with this formula, charge and spin, kJ/mol: 279.1
Multiplicity: 1



[11]
The following is a DFT calculation (the ωB97M-V functional and the def2-TZVPD basis) of C5H6O in the gas phase at a distorted geometry.

Atoms and positions in Å:
C -1.966 0.284 0.360
C -0.663 0.447 -0.221
C 0.521 0.776 0.162
C 1.707 0.201 0.120
C 1.812 -1.074 -0.321
O 0.786 -1.640 -0.725
H -2.393 1.260 0.596
H -1.910 -0.307 1.275
H -2.604 -0.251 -0.345
H -0.581 1.241 -1.060
H 2.572 0.724 0.481
H 2.718 -1.662 -0.321

Atomic forces in eV per Å
-1.2 -1.2 0.8
0.1 4.2 -1.8
0.8 -1.9 1.2
2.0 5.0 2.1
-2.8 -4.3 -2.0
1.1 -0.8 -0.2
-0.1 -0.1 -0.1
-0.1 0.0 0.0
-0.2 0.2 0.1
-0.9 -1.5 -0.4
0.4 0.1 0.1
0.8 0.1 0.1

Calculated values
ΔE to the lowest compared entry with this formula, charge and spin, kJ/mol: 336.4
Multiplicity: 1



[12]
The following is a DFT calculation (the ωB97M-V functional and the def2-TZVPD basis) of C5H6O in the gas phase at a distorted geometry.

Atoms and positions in Å:
C 2.740 -0.311 -0.195
C 1.628 0.125 0.190
C -1.508 -1.057 0.083
C -0.716 0.967 -0.336
C 0.355 0.338 0.616
O -1.897 0.239 -0.099
H 3.658 -0.708 -0.375
H -1.284 -1.645 -0.945
H -1.792 -1.654 0.919
H -0.814 2.128 -0.078
H -0.583 0.848 -1.445
H 0.213 0.729 1.664

Atomic forces in eV per Å
-5.2 2.2 1.8
4.4 -2.2 -1.5
1.9 -0.7 -3.1
0.5 1.6 -0.2
-2.5 1.4 0.0
-1.0 0.0 1.3
2.0 -0.7 -0.6
-0.3 1.3 2.5
-0.6 0.1 0.6
-0.3 -2.4 -0.6
0.9 0.3 1.0
0.1 -0.9 -1.0

Calculated values
ΔE to the lowest compared entry with this formula, charge and spin, kJ/mol: 585.8
Multiplicity: 1



[13]
The following is a DFT calculation (the ωB97M-V functional and the def2-TZVPD basis) of a molecular structure, C5H6O at a distorted geometry.

Atoms and positions in Å:
O 2.545 -0.613 0.093
C 1.373 -0.275 0.029
C 0.338 -1.264 0.038
C -1.217 -0.155 -0.030
C -0.503 1.154 -0.067
C 0.832 1.099 -0.015
H 0.288 -1.954 0.870
H -0.360 -1.505 -0.845
H -1.991 -0.203 -0.829
H -1.751 -0.329 0.903
H -1.055 2.090 -0.132
H 1.500 1.953 -0.015

Atomic forces in eV per Å
-0.2 0.7 0.2
1.4 0.1 -0.4
-6.4 0.5 -1.6
1.3 0.1 1.5
0.3 -0.1 0.2
0.0 0.3 -0.1
0.0 -0.1 -0.2
2.6 -0.8 0.4
0.9 -0.6 0.1
0.1 0.1 0.1
0.1 -0.1 -0.2
-0.1 0.0 0.0

Calculated values
ΔE to the lowest compared entry with this formula, charge and spin, kJ/mol: 225.6
Multiplicity: 1



[14]
The following is a DFT calculation (the ωB97M-V functional and the def2-TZVPD basis) of C5H6O in the gas phase.

Atoms and positions in Å:
C -1.286 0.841 0.241
C -0.967 -0.578 -0.172
O -1.749 -1.489 -0.033
C 0.418 -0.821 -0.783
C 1.466 -0.235 0.054
C 2.258 0.271 0.806
H -2.363 1.006 0.166
H -0.739 1.577 -0.355
H -0.984 0.979 1.285
H 0.435 -0.362 -1.782
H 0.552 -1.900 -0.906
H 2.960 0.712 1.479

Atomic forces in eV per Å
-0.1 0.0 0.0
-0.2 -0.1 0.0
0.3 0.3 -0.1
0.0 -0.1 0.0
0.3 0.2 0.4
-0.3 -0.2 -0.3
0.1 0.0 0.0
-0.1 -0.1 0.1
0.0 0.0 -0.1
0.0 0.0 0.2
0.0 0.2 0.0
-0.1 -0.1 -0.1

Calculated values
ΔE to the lowest compared entry with this formula, charge and spin, kJ/mol: 149.6
Multiplicity: 1



[15]
The following is a DFT calculation (the ωB97M-V functional and the def2-TZVPD basis) of a molecular structure, C5H6O.

Atoms and positions in Å:
C 0.246 -0.402 -2.738
C 0.010 -0.354 -1.559
C -0.281 -0.306 -0.131
C -0.445 1.074 0.406
O 0.727 1.095 0.976
C 0.999 -0.246 0.719
H 0.461 -0.419 -3.783
H -1.058 -1.017 0.165
H -1.225 1.783 0.649
H -1.051 -0.230 2.543
H -0.383 -0.566 2.428
H 1.999 -0.411 0.323

Atomic forces in eV per Å
-0.1 0.1 0.4
0.0 -0.1 -0.6
-0.2 -0.2 -0.1
-0.7 0.3 -0.3
0.7 0.2 0.6
0.3 0.0 -0.4
0.0 0.0 0.2
0.1 0.1 0.0
0.0 -0.1 0.0
0.1 -0.1 0.0
-0.2 0.0 0.1
-0.1 -0.1 0.1

Calculated values
ΔE to the lowest compared entry with this formula, charge and spin, kJ/mol: 662.2
Multiplicity: 1



[16]
The following is a DFT calculation (the ωB97M-V functional and the def2-TZVPD basis) of C5H6O in the gas phase.

Atoms and positions in Å:
C 1.261 0.693 -0.439
C -0.739 -0.363 0.416
C -0.624 -1.751 0.763
O -1.766 -0.851 1.066
C -0.233 0.756 -0.176
C -1.219 1.693 -0.545
H 1.653 1.693 -0.637
H 1.517 0.051 -1.287
H 1.790 0.307 0.441
H 0.004 -2.049 1.595
H -0.888 -2.517 0.041
H -0.753 2.391 -1.279

Atomic forces in eV per Å
0.2 0.1 -0.1
-0.2 -0.3 0.1
0.2 -0.2 0.0
0.0 0.3 -0.2
-0.2 0.2 0.0
0.4 -0.2 0.0
-0.1 -0.1 0.0
0.0 0.1 0.0
0.0 0.1 -0.2
-0.3 0.0 0.1
0.1 0.1 0.0
-0.1 -0.1 0.2

Calculated values
ΔE to the lowest compared entry with this formula, charge and spin, kJ/mol: 510.3
Multiplicity: 1



[17]
The following is a DFT calculation (the ωB97M-V functional and the def2-TZVPD basis) of a molecular structure, C5H6O at a distorted geometry.

Atoms and positions in Å:
C 0.457 -0.903 -0.634
C -0.773 -1.350 -0.174
C -1.365 -0.097 0.512
C -0.033 0.235 0.976
C 0.915 0.597 -0.758
O 0.657 1.289 0.495
H 1.184 -1.630 -1.027
H -2.014 -0.338 1.340
H -1.809 0.625 -0.175
H 0.440 -0.208 1.840
H 0.352 1.133 -1.521
H 1.991 0.645 -0.874

Atomic forces in eV per Å
0.4 0.4 -0.2
1.2 0.7 0.6
-0.4 0.3 0.5
-0.5 -0.3 0.8
0.2 -0.2 -0.9
-0.2 -1.1 -0.3
-0.3 0.4 -0.1
-0.5 -0.2 -0.1
0.1 0.2 0.1
-0.4 -0.2 0.4
0.3 -0.1 -0.4
0.1 0.1 -0.4

Calculated values
ΔE to the lowest compared entry with this formula, charge and spin, kJ/mol: 527.3
Multiplicity: 1



[18]
The following is a DFT calculation (the ωB97M-V functional and the def2-TZVPD basis) of C5H6O in the gas phase.

Atoms and positions in Å:
C 0.170 2.273 1.355
C 0.272 1.009 0.626
C 0.353 -0.031 0.022
C 0.464 -1.293 -0.683
C -0.731 -1.988 -1.179
O 0.130 -1.302 -2.068
H 0.079 3.113 0.659
H -0.707 2.278 2.011
H 1.058 2.438 1.973
H 1.339 -1.894 -0.438
H -1.706 -1.528 -1.025
H -0.722 -3.075 -1.254

Atomic forces in eV per Å
0.0 0.0 0.0
0.0 -0.4 -0.2
0.0 0.4 0.2
0.1 0.0 0.2
-0.2 -0.2 0.1
0.1 0.1 -0.2
0.0 -0.1 0.1
0.1 0.0 -0.1
-0.1 0.0 -0.1
-0.1 0.1 0.0
0.2 0.0 0.0
0.0 0.2 0.0

Calculated values
ΔE to the lowest compared entry with this formula, charge and spin, kJ/mol: 252.5
Multiplicity: 1



[19]
The following is a DFT calculation (the ωB97M-V functional and the def2-TZVPD basis) of C5H6O in the gas phase.

Atoms and positions in Å:
C 0.994 -1.241 1.051
C 0.172 -0.257 0.296
C -0.173 -0.113 -0.984
C -1.002 1.119 -1.027
C -1.218 1.565 0.366
O -0.381 0.776 1.060
H 1.325 -2.045 0.390
H 0.418 -1.677 1.873
H 1.876 -0.760 1.486
H 0.099 -0.768 -1.803
H -1.727 1.311 -1.818
H -0.380 2.070 -0.956

Atomic forces in eV per Å
0.0 0.0 0.0
0.1 -0.1 -0.2
0.1 0.2 0.2
-0.1 0.1 0.1
0.0 -0.3 0.1
-0.3 0.0 0.2
-0.1 0.1 0.1
0.0 0.1 -0.1
-0.1 0.0 -0.1
0.0 0.2 0.2
0.0 0.0 0.3
0.4 -0.1 -0.6

Calculated values
ΔE to the lowest compared entry with this formula, charge and spin, kJ/mol: 273.1
Multiplicity: 1



[20]
The following is a DFT calculation (the ωB97M-V functional and the def2-TZVPD basis) of C5H6O in the gas phase.

Atoms and positions in Å:
C -1.297 0.867 -0.103
C -0.959 -0.575 0.161
O -0.414 -1.320 -0.916
C 0.429 -1.073 0.204
C 1.562 -0.190 0.002
C 2.518 0.529 -0.134
H -0.467 1.371 -0.607
H -1.506 1.385 0.840
H -2.188 0.935 -0.736
H -1.688 -1.135 0.751
H 0.645 -1.958 0.804
H 3.366 1.164 -0.268

Atomic forces in eV per Å
0.0 0.0 0.0
-0.1 0.1 0.2
0.0 -0.1 -0.2
0.1 0.0 0.2
0.4 0.3 0.0
-0.4 -0.3 0.0
-0.1 -0.1 0.1
0.0 -0.1 -0.1
0.1 0.0 0.1
0.1 0.1 -0.1
0.0 0.2 -0.1
-0.2 -0.1 0.0

Calculated values
ΔE to the lowest compared entry with this formula, charge and spin, kJ/mol: 255.6
Multiplicity: 1